(1)
Here is a molecular structure, C10H18NO2P from the OMol25 dataset. Energies are from ωB97M-V/def2-TZVPD.

E   -938.228230 a.u.
Strongest force on any atom   6.6 eV Å⁻¹
E_LUMO   0.01592 Ha
Gap between HOMO and LUMO   7.013 eV

Cartesian coordinates (Å):
1 P 0.20269 -0.84417 -2.51072
2 O -3.29521 -0.36134 -0.92213
3 O -0.56789 1.26687 2.36423
4 N -1.98778 0.60357 0.65582
5 C -0.74340 0.66105 1.14892
6 C 2.35609 -1.08713 0.19120
7 C 0.20991 0.14239 0.26100
8 C -2.14875 0.23139 -0.56888
9 C -0.34388 -0.47711 -0.84279
10 C -0.75093 -2.33084 -2.78856
11 C -3.19367 0.83221 1.47608
12 C 2.23356 1.35948 -0.35165
13 C 2.15416 0.62311 2.05118
14 C 1.71011 0.26129 0.58965
15 H 1.63554 -0.03555 2.77314
16 H 2.16524 1.68778 2.19526
17 H 1.93207 1.11978 -1.42495
18 H -2.92912 1.79453 2.02780
19 H 3.42582 -1.00858 0.24832
20 H 2.04077 -1.85418 0.73944
21 H 3.33180 1.14012 -0.18927
22 H -0.27012 -3.22647 -2.43358
23 H -0.74104 -2.54089 -3.93265
24 H -4.09837 1.08033 0.85919
25 H 2.20675 -1.41062 -0.72424
26 H -0.32246 2.15389 2.40484
27 H -0.74402 0.05957 -3.04065
28 H -1.84668 -2.14283 -2.60101
29 H 3.20096 0.39995 2.14545
30 H -3.47863 -0.38334 -1.90073
31 H -3.22572 -0.04058 2.14100
32 H 1.88220 2.32634 -0.04068

=====

(2)
Here is 9 unconnected molecules or ions with the total composition C8H27ClFN9O21P2S2 from the OMol25 dataset. Energies are from ωB97M-V/def2-TZVPD.

E   -4432.413151 a.u.
Strongest force on any atom   1.0 eV Å⁻¹
SMILES   O=S(=O)(F)N(P(O)Cl)P(O)(O)=S.C[N+](=O)[O-].C[N+](=O)[O-].C[N+](=O)[O-].C[N+](=O)[O-].C[N+](=O)[O-].C[N+](=O)[O-].C[N+](=O)[O-].C[N+](=O)[O-]
E_LUMO   -0.01768 Ha
Gap between HOMO and LUMO   9.408 eV

Cartesian coordinates (Å):
1 Cl 0.04389 -0.26416 0.43335
2 S 0.22267 -2.37859 4.11999
3 S 3.97182 -1.84961 3.51636
4 P 2.45869 -0.74368 3.18705
5 P 0.41213 -2.06848 1.25559
6 F 1.48146 -2.99855 4.80450
7 O 2.59436 0.14263 1.86934
8 O 2.12210 0.27687 4.34836
9 O 5.61092 1.78206 7.46377
10 O -1.03583 1.62720 -1.75330
11 O -0.34486 -1.50718 5.08040
12 O -2.19703 -1.69787 -7.28615
13 O 1.88662 -2.38422 0.65000
14 O -0.48965 -3.47150 3.55879
15 O 2.05991 3.97234 2.37795
16 O -2.65435 0.21743 -1.85895
17 O -1.57117 2.17714 -5.87753
18 O -1.64746 -8.23646 5.88458
19 O -2.04262 -7.77807 3.81559
20 O -2.58190 5.73274 -1.98688
21 O 1.01127 -1.50348 -4.26241
22 O 4.29869 1.28591 9.10009
23 O -2.07767 0.29830 -4.96316
24 O -2.49196 4.63395 -0.13724
25 O -3.21225 -3.29845 -8.31308
26 O 0.68314 2.43363 2.99366
27 O 1.17719 -2.48711 -2.35212
28 N 4.74092 1.11361 7.98302
29 N -2.14817 1.27943 -2.12958
30 N -2.24963 5.60497 -0.82848
31 N -1.56678 -7.52698 4.90331
32 N -3.16478 -2.18776 -7.83506
33 N -1.40061 0.98275 -5.69854
34 N 1.39964 -1.57223 -3.11627
35 N 1.11346 3.24379 2.18967
36 N 0.89767 -1.48529 2.89979
37 C -4.38736 -1.33873 -7.89941
38 C -2.91396 2.23901 -2.96661
39 C 0.40526 3.31854 0.88177
40 C -0.82592 -6.24047 5.02957
41 C 4.17991 -0.00334 7.17340
42 C -1.48966 6.73028 -0.21623
43 C -0.25297 0.36012 -6.41254
44 C 2.21987 -0.43125 -2.61970
45 H 0.63080 0.88724 -6.06449
46 H 0.48066 2.33029 0.44217
47 H 1.88222 -3.25938 0.23951
48 H 3.10503 -0.39573 -3.24826
49 H 1.62568 0.47226 -2.72383
50 H -4.65442 -1.09281 -6.87576
51 H -0.45999 -6.16466 6.04636
52 H -3.85838 1.77370 -3.21872
53 H -2.11659 7.61382 -0.28738
54 H 1.40979 0.90623 4.13352
55 H 3.44995 -0.05635 1.46364
56 H -0.21072 -0.69133 -6.17033
57 H -0.01783 -6.26274 4.30540
58 H -1.51559 -5.44111 4.78192
59 H -2.32648 2.44437 -3.85681
60 H -5.16442 -1.90103 -8.40196
61 H -1.26892 6.47304 0.81242
62 H 0.88557 4.06778 0.26358
63 H 3.42263 -0.50264 7.76520
64 H 3.76565 0.42558 6.26618
65 H -4.12297 -0.43551 -8.44110
66 H 2.46785 -0.62589 -1.58267
67 H 5.00310 -0.66584 6.92388
68 H -3.04096 3.14228 -2.37767
69 H -0.58902 6.86647 -0.80751
70 H -0.39404 0.52876 -7.47504
71 H -0.63359 3.56392 1.08112

=====

Q: Look up the E_LUMO of the first one.
A: 0.01592 Ha

=====

Q: The highest E_LUMO belongs to which entry?
A: C10H18NO2P

=====

Q: What is the gap between HOMO and LUMO in the second record?
A: 9.408 eV

=====

Q: Look up the E_LUMO of the first one.
A: 0.01592 Ha